Record 1
Density functional theory data (the ωB97M-V functional and the def2-TZVPD basis) for 19 unconnected molecules or ions with the total composition C76H114O38 in a non-equilibrium geometry.

Structure (XYZ):
```
228
Properties=species:S:1:pos:R:3:forces:R:3:lowdin_charge:R:1
O 7.2061 -2.8007 1.1948 -0.3 1.5 -1.6 0.097
C 6.5260 -2.0069 0.5630 -0.5 -2.2 -0.5 -0.458
O 6.4257 -1.9012 -0.7955 2.1 -1.2 -0.6 0.034
C 5.3950 -1.0439 -1.2658 -0.2 1.2 0.4 -0.143
C 4.9946 -0.2777 0.0121 -1.4 0.0 -1.7 -0.139
C 5.4216 -1.2077 1.0558 -0.6 1.5 3.1 -0.122
H 4.6059 -1.5939 -1.7786 0.0 -0.5 0.7 0.108
H 5.6946 -0.3492 -2.0504 0.8 -0.3 0.2 0.094
H 3.9072 -0.2039 0.0299 0.1 0.7 0.0 0.109
H 5.4714 0.6905 0.1649 -0.1 0.1 -0.6 0.123
H 4.5663 -1.7948 1.3903 0.4 -0.5 0.3 0.144
H 5.7664 -0.5867 1.8826 -0.1 -0.5 0.6 0.119
O -4.4346 -2.0722 -6.7896 0.0 4.2 -1.5 0.055
C -4.3833 -0.8736 -7.1844 -0.6 -4.6 1.4 -0.425
O -5.4396 -0.2603 -7.7458 -1.6 -5.2 0.0 0.047
C -5.3048 1.0280 -8.0286 0.0 3.7 0.2 -0.250
C -3.8412 1.2925 -7.9785 2.1 0.2 0.9 -0.114
C -3.2905 0.0837 -7.0888 0.5 2.7 -0.9 -0.040
H -5.8721 1.5387 -7.2505 0.2 0.6 0.2 0.124
H -5.7321 1.3952 -8.9618 -0.2 -0.8 -0.3 0.132
H -3.6068 2.2158 -7.4487 0.0 0.1 -0.2 0.101
H -3.3786 1.3748 -8.9620 0.0 -0.3 0.0 0.116
H -3.2620 0.5184 -6.0896 0.1 -0.6 0.2 0.097
H -2.2870 -0.2464 -7.3571 -0.3 -0.3 0.0 0.132
O -1.6925 -3.9731 6.2132 3.8 -2.7 0.2 0.037
C -0.6793 -4.7405 6.2667 -5.0 3.4 -0.5 -0.410
O 0.3051 -4.5311 7.1552 -2.0 1.2 0.0 0.055
C 1.1697 -5.5746 7.0691 2.9 -2.1 -0.6 -0.230
C 0.4749 -6.7316 6.3553 0.9 -0.1 0.4 -0.138
C -0.3971 -5.9415 5.3965 0.3 0.3 0.6 -0.068
H 1.6128 -5.8543 8.0249 -0.4 0.2 0.2 0.133
H 2.0113 -5.3239 6.4234 0.3 0.5 0.0 0.128
H 0.0261 -7.3178 7.1572 -0.7 -0.3 -0.6 0.121
H 1.2588 -7.2938 5.8477 -0.3 -0.4 0.1 0.120
H -1.2385 -6.4042 4.8808 0.0 0.1 0.5 0.121
H 0.2518 -5.5172 4.6303 0.1 -0.1 -0.4 0.136
O -0.7690 -5.5354 1.9309 0.1 -0.7 -0.1 0.121
C -1.8266 -4.9800 1.9434 0.8 2.0 -0.1 -0.459
O -2.4152 -4.5210 0.8043 1.7 -0.4 -0.5 -0.005
C -3.6009 -3.7670 1.0141 -1.1 -2.0 0.0 -0.138
C -3.9587 -4.1887 2.4255 -0.6 2.5 2.1 -0.140
C -2.5989 -4.4271 3.0952 -1.8 -1.9 0.4 -0.076
H -4.2603 -4.2979 0.3276 -0.5 0.8 -0.2 0.104
H -3.5171 -2.7082 0.7692 0.3 -0.1 0.2 0.135
H -4.7716 -4.9031 2.5556 0.7 -0.8 -0.5 0.123
H -4.3317 -3.4053 3.0852 -0.5 0.7 -0.6 0.110
H -2.7736 -5.1529 3.8894 0.5 -0.1 0.0 0.112
H -2.2258 -3.5460 3.6174 0.4 0.0 -0.5 0.125
O -3.9607 0.4494 -3.9009 0.2 -3.9 -1.0 0.159
C -4.1436 1.5811 -3.7382 1.2 2.8 2.6 -0.552
O -4.9968 2.3153 -4.4092 -0.2 -2.1 -2.6 0.006
C -5.0383 3.6564 -4.0672 -0.5 0.2 1.5 -0.146
C -3.7904 3.8649 -3.1686 -0.2 -0.2 -0.8 -0.118
C -3.4861 2.4391 -2.6526 -0.1 1.5 -0.9 -0.051
H -5.9774 3.5545 -3.5233 -0.3 2.0 0.2 0.116
H -5.0803 4.1807 -5.0219 -0.1 0.6 0.5 0.135
H -3.8056 4.6498 -2.4124 -0.4 -0.1 -0.2 0.118
H -3.0102 4.0997 -3.8927 0.3 0.3 0.2 0.089
H -3.9446 2.2288 -1.6863 0.3 -0.2 0.1 0.128
H -2.3982 2.3765 -2.6768 -0.2 -0.9 0.5 0.111
O 3.9339 5.1605 -4.4408 1.4 -2.4 0.3 0.091
C 4.5290 4.0906 -4.3040 -1.6 3.1 -0.3 -0.428
O 5.6893 3.8351 -4.9766 -1.3 2.4 -1.4 0.021
C 6.2463 2.6033 -4.6785 0.7 0.1 1.2 -0.161
C 5.5171 2.3257 -3.4088 0.7 -3.6 2.5 -0.197
C 4.1576 2.8442 -3.5415 -0.8 1.0 -1.4 -0.096
H 7.3050 2.8282 -4.5497 0.1 -0.6 0.0 0.134
H 6.1018 1.8585 -5.4611 -0.2 0.0 -0.1 0.135
H 5.8629 2.7876 -2.4841 1.0 0.5 -0.4 0.136
H 5.4850 1.2805 -3.1010 0.1 -0.2 -0.4 0.087
H 3.5936 2.8466 -2.6087 0.0 0.6 -0.3 0.131
H 3.5683 2.3785 -4.3314 -0.2 -0.8 0.2 0.128
O 2.3388 -2.2963 3.7170 -0.8 0.3 1.7 0.075
C 1.9899 -1.4958 4.5728 0.8 -0.4 -2.3 -0.431
O 0.9606 -1.6908 5.4518 0.8 -2.6 -3.0 0.008
C 0.6986 -0.5067 6.0861 -0.3 1.3 1.5 -0.196
C 1.2145 0.5789 5.1258 0.7 0.6 1.7 -0.118
C 2.5199 -0.0567 4.6339 -1.1 -0.9 0.0 -0.065
H 1.1815 -0.7513 7.0322 0.5 1.7 0.6 0.135
H -0.3487 -0.3898 6.3643 -0.2 -0.2 -0.5 0.116
H 1.3344 1.5272 5.6496 0.0 0.0 -0.2 0.096
H 0.4702 0.7344 4.3448 0.2 -0.1 -0.2 0.107
H 3.3726 -0.0273 5.3122 -0.3 0.3 0.4 0.118
H 2.9129 0.2614 3.6682 -0.4 -0.1 0.1 0.095
O 3.3007 0.0593 -2.8071 -1.4 -1.3 -1.6 0.049
C 2.6961 -0.6774 -3.5973 1.4 1.1 1.1 -0.419
O 1.3793 -0.8866 -3.5096 0.9 0.3 0.3 0.018
C 0.9780 -1.8000 -4.5408 -0.7 -0.9 0.0 -0.112
C 2.2637 -2.5376 -4.9873 -2.5 -0.3 -0.7 -0.134
C 3.2431 -1.4478 -4.8069 1.5 0.2 0.8 -0.076
H 0.4580 -1.1887 -5.2783 0.1 -0.3 -0.3 0.135
H 0.2765 -2.4926 -4.0758 0.0 0.3 -0.2 0.101
H 2.1524 -2.9488 -5.9906 0.1 0.4 -0.2 0.130
H 2.3275 -3.4379 -4.3761 0.8 0.3 0.4 0.104
H 3.3034 -0.7268 -5.6222 -0.3 0.0 -0.3 0.133
H 4.2569 -1.8332 -4.6981 0.1 0.3 0.5 0.130
O 5.1818 1.5680 4.2374 3.7 -1.9 0.0 0.064
C 6.2854 0.9590 4.3293 -3.0 2.7 -1.0 -0.437
O 6.3907 -0.1537 5.0181 0.1 -1.6 0.9 0.053
C 7.7720 -0.5249 5.2246 1.5 0.9 0.0 -0.118
C 8.5313 0.7863 4.9197 0.1 -0.1 0.3 -0.154
C 7.6651 1.3492 3.8072 0.0 -0.4 0.1 -0.076
H 8.2089 -1.2754 4.5659 -1.0 -0.1 -0.8 0.126
H 8.0031 -0.9854 6.1852 -0.9 0.6 0.4 0.128
H 9.5311 0.5279 4.5708 0.1 0.4 0.2 0.120
H 8.5426 1.5335 5.7132 0.2 -0.4 0.4 0.120
H 7.9707 0.7155 2.9746 -0.7 0.3 -0.7 0.127
H 7.7948 2.4106 3.5958 -0.2 -0.2 0.0 0.125
O -6.2036 0.8957 0.5156 -1.3 -0.5 -0.7 0.106
C -7.1469 0.8835 -0.2528 2.8 2.8 1.8 -0.466
O -7.8020 -0.2001 -0.5865 0.8 -2.1 2.9 0.063
C -8.6042 -0.0391 -1.6454 -0.4 2.0 -4.0 -0.189
C -8.1622 1.3334 -2.2300 -1.4 0.3 -0.7 -0.157
C -7.6252 2.1073 -1.0642 0.1 -0.8 -0.1 -0.063
H -9.6755 0.0805 -1.4837 0.0 -0.8 0.6 0.134
H -8.3296 -0.7623 -2.4133 -0.7 -0.5 0.3 0.115
H -9.0806 1.7714 -2.6209 0.4 0.3 -0.7 0.117
H -7.3362 1.2855 -2.9397 -0.5 -0.4 -0.5 0.111
H -8.3637 2.7442 -0.5771 0.1 -0.3 0.3 0.129
H -6.8044 2.7206 -1.4358 0.1 0.0 0.7 0.105
O 1.5137 6.4555 -1.5430 -1.9 -2.7 0.7 0.068
C 0.8869 5.5931 -0.9011 2.9 1.7 -0.6 -0.470
O 0.3744 5.9191 0.2637 -1.2 -0.2 1.0 0.019
C -0.1663 4.7310 0.9793 0.5 1.1 -0.3 -0.074
C -0.2587 3.6086 -0.0491 -0.7 0.2 -0.2 -0.139
C 0.8144 4.0705 -0.9722 1.2 0.4 -2.2 -0.094
H -1.1263 5.1407 1.2935 0.2 -0.7 0.8 0.134
H 0.6142 4.5431 1.7167 -0.7 -0.2 0.5 0.115
H -1.2795 3.5936 -0.4308 0.1 0.0 -0.4 0.112
H 0.0007 2.5877 0.2315 -0.2 0.2 0.8 0.108
H 0.8846 3.7661 -2.0164 -0.6 -0.3 0.0 0.112
H 1.7371 3.6771 -0.5456 0.4 0.4 0.1 0.123
O 0.2281 3.6881 5.6548 1.5 3.0 3.7 0.054
C 0.5896 4.4806 6.5763 -0.8 -2.4 -3.4 -0.398
O 0.1789 4.3619 7.8411 -2.1 -1.9 -0.5 0.042
C 0.3552 5.4951 8.6148 2.2 2.1 0.8 -0.166
C 0.9471 6.5118 7.6566 1.3 1.3 -0.4 -0.176
C 1.5291 5.6790 6.5588 -1.7 -0.3 -1.5 -0.101
H 1.1249 5.2185 9.3353 -0.3 0.2 0.6 0.133
H -0.4979 5.9964 9.0719 -0.5 -1.1 0.1 0.135
H 1.7819 7.1727 7.8899 -0.2 -0.1 1.4 0.122
H 0.2422 7.2253 7.2297 -0.5 -0.4 0.1 0.121
H 2.5477 5.3178 6.7008 0.0 0.3 -0.2 0.135
H 1.2956 6.2953 5.6907 1.1 -0.7 -0.7 0.128
O -4.0200 3.7872 4.8150 0.9 -1.5 0.2 0.079
C -3.5359 2.6856 4.5786 -1.1 3.3 1.8 -0.491
O -3.5420 2.2459 3.3456 -0.3 -1.2 -0.7 0.063
C -3.0116 0.9061 3.3090 1.2 0.8 -1.9 -0.156
C -2.9606 0.4223 4.6960 0.0 -1.1 1.4 -0.154
C -2.9470 1.6985 5.5647 -0.3 -1.6 0.1 -0.040
H -2.0202 1.0708 2.8869 0.1 -0.3 0.0 0.096
H -3.5570 0.2863 2.5973 -0.3 0.2 0.1 0.134
H -2.1363 -0.2635 4.8915 0.3 0.2 -0.1 0.101
H -3.8347 -0.2078 4.8604 -0.3 0.3 0.4 0.121
H -1.9854 1.8950 6.0388 0.4 0.6 -0.9 0.110
H -3.5265 1.5246 6.4714 -0.7 0.4 -0.3 0.125
O 0.1722 -5.6077 -5.1496 -2.8 2.3 2.2 0.055
C -0.6563 -5.0548 -4.3811 2.0 -2.7 -1.6 -0.437
O -1.3397 -3.9425 -4.6608 0.0 0.4 -0.8 0.009
C -2.1860 -3.4946 -3.5917 -0.4 -0.8 1.1 -0.101
C -2.1417 -4.6829 -2.5465 -1.5 1.1 0.2 -0.122
C -0.9841 -5.5208 -2.9653 0.9 0.5 -0.7 -0.070
H -3.2031 -3.2737 -3.9153 0.0 -0.6 -0.7 0.112
H -1.9070 -2.4977 -3.2505 0.9 -0.2 0.3 0.108
H -3.0940 -5.2126 -2.5705 0.1 -0.2 -0.4 0.100
H -2.1047 -4.3583 -1.5066 0.4 0.3 -0.2 0.092
H -1.0912 -6.6023 -2.8814 0.1 0.2 -0.1 0.138
H -0.0884 -5.1547 -2.4634 0.2 -0.5 0.5 0.108
O -0.8413 3.3359 -8.1733 1.2 1.3 2.4 0.074
C -0.4741 3.9005 -7.1348 -1.4 -2.5 -2.2 -0.432
O -1.0614 5.0274 -6.7325 -0.4 1.0 -2.4 0.037
C -0.5372 5.5432 -5.5389 -1.7 -0.4 1.2 -0.170
C 0.6213 4.6812 -5.2904 1.8 1.1 2.5 -0.200
C 0.4121 3.4011 -5.9921 0.7 -0.2 -0.7 -0.062
H -1.3852 5.3333 -4.8869 0.2 0.4 0.9 0.111
H -0.3055 6.6076 -5.5015 -0.2 -0.1 -0.6 0.142
H 0.8178 4.6043 -4.2210 0.1 -0.1 0.1 0.112
H 1.4892 5.2167 -5.6753 0.2 -0.3 -0.2 0.125
H -0.0728 2.5970 -5.4384 -0.4 0.2 0.0 0.128
H 1.4192 3.0433 -6.2058 -0.3 -0.4 -0.9 0.124
O 2.2062 2.2642 2.4528 -0.9 -0.7 -0.2 0.107
C 3.0004 3.1529 2.5355 -1.6 0.4 4.3 -0.569
O 3.8129 3.4489 1.6365 3.7 0.5 -5.0 0.084
C 4.6178 4.6071 1.9050 -0.5 1.3 -1.1 -0.123
C 4.5123 4.7735 3.3561 1.9 1.4 1.6 -0.203
C 3.2870 4.1019 3.7431 -1.9 -2.3 -0.1 -0.077
H 4.1664 5.4604 1.3990 -0.2 -0.1 -0.4 0.135
H 5.6595 4.5876 1.5847 -0.3 -0.9 -0.4 0.135
H 4.4450 5.8100 3.6866 0.5 0.1 -0.3 0.129
H 5.4156 4.3286 3.7736 -0.2 -0.1 0.5 0.114
H 2.4436 4.7863 3.8350 -0.1 -0.3 0.4 0.120
H 3.4381 3.3951 4.5590 -0.5 0.4 0.4 0.120
O -5.9602 -6.8644 -3.2015 0.2 0.4 -0.3 0.129
C -6.0914 -5.6834 -3.0251 0.6 -1.9 0.9 -0.506
O -5.5159 -5.0917 -1.9462 0.5 -0.7 0.5 -0.003
C -5.9343 -3.7562 -1.7931 -0.1 0.9 -1.4 -0.173
C -7.2099 -3.6667 -2.6413 0.4 0.0 -0.4 -0.115
C -6.9288 -4.7368 -3.7468 -1.8 1.1 0.1 -0.058
H -5.2351 -3.1156 -2.3305 0.5 0.2 0.3 0.122
H -5.9403 -3.4700 -0.7414 -0.4 -0.2 -0.2 0.119
H -7.3224 -2.6632 -3.0518 -0.2 -0.1 0.1 0.098
H -8.0860 -3.9852 -2.0764 -0.1 0.2 -0.1 0.119
H -6.5072 -4.4457 -4.7089 0.3 0.5 0.3 0.140
H -7.8804 -5.2125 -3.9837 0.2 -0.2 -0.2 0.129
O 4.0155 -4.6217 -2.7746 -2.1 -0.3 1.4 0.080
C 3.4343 -4.9408 -1.7342 3.3 0.6 -1.4 -0.476
O 2.1495 -4.8276 -1.4594 -0.9 0.9 -1.2 0.017
C 1.8123 -5.0683 -0.0815 0.8 -1.1 -0.3 -0.121
C 3.0566 -5.7809 0.4443 0.9 0.5 0.7 -0.136
C 4.2010 -5.4902 -0.5583 -1.8 -0.9 0.8 -0.053
H 1.0055 -5.8010 -0.1011 -0.4 0.7 0.2 0.116
H 1.5722 -4.1208 0.4009 -0.1 -0.2 0.0 0.114
H 2.8683 -6.8534 0.4933 0.1 0.2 0.4 0.115
H 3.4323 -5.3561 1.3751 -0.7 -0.5 0.4 0.112
H 4.6018 -6.4733 -0.8053 0.7 0.5 -0.3 0.129
H 4.9097 -4.8005 -0.0998 0.2 -0.1 -0.6 0.120
O -1.5876 -0.1144 -1.5411 0.6 -0.6 2.4 0.083
C -0.9620 -0.3583 -0.5147 0.9 0.6 -3.2 -0.391
O -1.4910 -0.3647 0.7297 -1.3 -0.1 -1.9 0.029
C -0.5038 -0.4870 1.6787 1.7 0.1 1.7 -0.218
C 0.7454 -0.9660 0.9941 1.9 -0.3 -0.6 -0.151
C 0.6326 -0.5850 -0.4824 -2.8 -0.3 1.1 -0.029
H -0.7890 -1.1838 2.4669 -0.3 0.0 0.0 0.133
H -0.3219 0.4886 2.1297 0.0 0.1 0.1 0.104
H 0.8617 -2.0445 1.1007 -0.1 0.0 0.0 0.100
H 1.6638 -0.5287 1.3858 -0.2 0.0 0.5 0.103
H 0.9294 -1.3928 -1.1513 -0.2 0.3 -0.1 0.106
H 1.0887 0.3591 -0.7804 0.1 -0.1 0.1 0.112
```
Positions in Å, forces in eV/Å.

HOMO energy ... -9.5639 eV
LUMO ... 0.03 eV
Orbital gap ... 9.59 eV
Max |F| ... 6.2 eV Å⁻¹

Record 2
Density functional theory data (the ωB97M-V functional and the def2-TZVPD basis) for a molecular structure, C33H33F3Ge2N4OPtS in a non-equilibrium geometry.

Structure (XYZ):
```
78
Properties=species:S:1:pos:R:3:forces:R:3:lowdin_charge:R:1
Pt 0.6927 -0.4293 -0.0649 2.1 0.0 0.2 0.798
N 3.6302 -0.5737 3.2341 -0.1 -0.2 0.0 0.105
C 2.9213 -0.5074 2.0975 -0.5 -0.1 -0.1 -0.813
S 1.2024 -0.8584 2.2734 -0.7 0.4 -1.4 0.639
N 3.5508 -0.1954 1.0016 1.4 0.2 0.4 0.001
N 2.8249 -0.0581 -0.0920 -1.1 0.2 -0.2 -0.155
C 3.3652 0.2209 -1.2187 0.5 -0.1 0.6 -0.055
C 2.5309 0.3452 -2.3826 -0.6 0.2 -0.9 -0.240
C 3.0747 0.5788 -3.6478 0.2 0.0 0.5 0.008
C 2.2437 0.6834 -4.7423 -0.4 0.0 -0.2 -0.023
C 0.8692 0.5741 -4.5633 0.4 0.0 0.0 -0.024
C 0.3928 0.3657 -3.2829 -0.3 0.1 -0.1 -0.136
N 1.1908 0.2377 -2.2274 -0.2 -0.5 1.0 0.016
H 3.1765 -0.9288 4.0579 0.1 0.0 0.1 0.092
H 4.6363 -0.5812 3.1884 0.0 0.1 0.0 0.117
H 4.4390 0.3628 -1.2850 0.0 0.0 0.0 0.141
H 4.1477 0.6766 -3.7448 0.0 0.0 0.0 0.125
H 2.6513 0.8601 -5.7285 0.0 0.0 0.0 0.123
H 0.1825 0.6597 -5.3924 0.0 0.0 0.0 0.121
H -0.6714 0.3226 -3.0888 0.0 -0.1 0.0 0.099
F 1.8485 -8.8462 2.2663 -0.1 0.0 0.1 0.149
C 0.7250 -8.2351 2.6666 0.0 -0.2 0.1 -0.586
F 0.7650 -8.1309 4.0058 0.0 0.0 -0.1 0.152
F -0.3059 -9.0425 2.3616 0.1 0.1 0.0 0.158
C 0.5595 -6.8855 2.0255 0.0 0.3 -0.1 -0.090
C -0.3966 -6.0145 2.5403 0.1 -0.2 0.1 0.015
C -0.6035 -4.7899 1.9456 0.0 0.2 -0.2 0.017
C 0.1349 -4.4317 0.8036 0.3 -0.7 0.3 -0.217
C 1.1351 -5.3017 0.3278 -0.2 0.3 0.0 0.013
C 1.3452 -6.5183 0.9392 0.0 -0.1 0.1 0.014
C -0.1544 -3.2683 0.0852 -0.1 0.7 -0.2 0.043
C -0.4093 -2.2332 -0.5485 -0.7 -0.2 0.2 -0.180
H -0.9667 -6.3026 3.4132 0.0 0.0 0.0 0.134
H -1.3378 -4.1029 2.3438 0.0 0.0 0.0 0.130
H 1.7315 -4.9998 -0.5226 0.0 0.0 0.0 0.126
H 2.1215 -7.1811 0.5841 0.0 0.0 0.0 0.129
C -1.3628 -2.8428 -2.7943 0.0 0.0 -0.1 0.011
C -1.3293 -1.8696 -1.6509 -0.5 -0.2 -0.4 -0.489
O -2.0170 -0.8771 -1.6211 0.1 -0.2 0.1 0.015
H -2.0220 -2.4798 -3.5798 0.0 0.0 0.1 0.095
H -1.7145 -3.8092 -2.4287 0.0 0.0 0.0 0.101
H -0.3575 -2.9910 -3.1931 0.0 0.0 0.0 0.096
C -2.7821 4.5392 -0.7172 0.2 -0.4 0.0 -0.223
Ge -2.0844 2.9391 -1.6445 0.6 -0.8 0.0 0.775
C -3.6123 1.8328 -2.2245 0.3 0.3 0.0 -0.237
C -0.8970 3.5020 -3.1492 -0.5 -0.1 0.2 -0.256
Ge -0.5976 1.6431 0.0773 -1.2 2.2 -0.1 0.839
C -1.9242 1.7235 1.5533 0.9 -0.5 0.0 -0.370
C -1.7653 2.6677 2.5683 -0.1 -0.1 0.1 -0.108
C -2.6366 2.6777 3.6487 -0.1 0.1 0.0 -0.075
C -3.6709 1.7550 3.7190 0.0 0.0 0.0 -0.081
C -3.8378 0.8194 2.7075 -0.1 0.0 -0.1 -0.084
C -2.9632 0.7975 1.6309 0.0 0.0 0.0 -0.125
C 0.7583 3.0452 0.5224 0.0 -1.0 0.3 -0.359
C 1.6044 2.7582 1.5981 0.1 0.3 0.0 -0.156
C 2.5373 3.6866 2.0365 0.0 -0.1 0.0 -0.074
C 2.6484 4.9108 1.3934 0.0 0.1 0.0 -0.079
C 1.8180 5.2045 0.3223 0.0 0.0 0.0 -0.075
C 0.8829 4.2743 -0.1139 -0.1 -0.1 -0.1 -0.122
H -3.4012 5.0768 -1.4380 0.0 0.0 0.0 0.027
H -1.9898 5.2004 -0.3714 0.0 0.0 0.0 0.013
H -3.4001 4.2485 0.1310 0.0 0.0 0.0 0.020
H -3.9600 2.1984 -3.1925 -0.1 0.0 0.0 0.021
H -4.4195 1.9332 -1.4995 0.0 0.0 0.0 0.023
H -3.3456 0.7849 -2.3100 0.0 0.0 0.0 -0.021
H -1.2882 3.1182 -4.0927 0.0 0.0 0.0 0.014
H 0.1260 3.1529 -3.0230 0.0 0.0 0.0 -0.005
H -0.8938 4.5917 -3.1928 0.0 0.0 -0.1 0.020
H -0.9647 3.3949 2.5196 0.0 0.0 0.0 0.095
H -2.5081 3.4101 4.4358 0.0 0.0 0.0 0.107
H -4.3507 1.7674 4.5611 0.0 0.0 0.0 0.106
H -4.6532 0.1084 2.7567 0.0 0.0 0.0 0.104
H -3.0821 0.0597 0.8441 0.0 0.0 0.0 0.090
H 1.5137 1.8080 2.1127 0.0 0.1 0.0 0.039
H 3.1753 3.4518 2.8800 0.0 0.0 0.0 0.106
H 3.3812 5.6352 1.7244 0.0 0.0 0.0 0.106
H 1.8972 6.1601 -0.1807 0.0 0.0 0.0 0.107
H 0.2457 4.5208 -0.9544 0.0 0.0 0.0 0.060
```
Positions in Å, forces in eV/Å.

Spin multiplicity ... 2
HOMO energy (alpha / beta) ... -10.1216 / -10.4226 eV
LUMO (alpha / beta) ... -4.14 / -4.75 eV
⟨S²⟩ ... 0.78
Orbital gap (alpha / beta) ... 5.98 / 5.67 eV
Max |F| ... 2.5 eV Å⁻¹
Charge ... +1

How do the records compare in energy relative to the best compared isomer or geometry (same formula, charge and spin)? In the order shown, they have 199.4, 2.8 kcal per mole.